# 1
Formula: C33H29GaN6OPS
Source: OMol25
Level of theory: the ωB97M-V functional and the def2-TZVPD basis

Last column: Mulliken charge in e.
Element x y z (Å)
Ga1 0.36711 -1.68803 -0.36415  0.14
O1 -0.11497 -2.87685 1.90743  -0.46
N1 0.17923 -1.45007 1.56049  0.42
C1 0.53694 -0.70336 2.56369  -0.20
C2 0.66696 0.68026 2.45956  0.36
C3 0.66195 1.42915 3.66044  -0.90
C4 0.58291 2.80902 3.68092  -0.89
C5 0.41699 3.49350 2.46642  -0.71
C6 0.36228 2.81074 1.26818  -0.34
C7 0.46681 1.42352 1.20246  0.52
P1 0.41060 0.73045 -0.46038  1.49
C8 -0.92383 1.48978 -1.36890  0.31
C9 -2.23971 1.39273 -0.83711  -0.33
C10 -3.27325 2.05030 -1.49280  -0.64
C11 -3.00265 2.91692 -2.58373  -0.70
C12 -1.73015 2.95769 -3.11862  -0.71
C13 -0.70041 2.18902 -2.55484  -0.42
C14 1.95724 1.05386 -1.29545  0.60
C15 3.01294 1.74007 -0.72400  -0.70
C16 4.11425 2.06853 -1.52127  -0.71
C17 4.18330 1.68606 -2.86844  -0.62
C18 3.10522 0.97095 -3.42177  -0.77
C19 2.04804 0.55049 -2.61474  -0.72
H1 0.58120 -3.03981 2.57210  0.36
H2 0.67828 -1.12445 3.56624  0.49
H3 0.69298 0.81000 4.53659  0.47
H4 0.58932 3.36295 4.61854  0.46
H5 0.32742 4.56331 2.42077  0.50
H6 0.23490 3.34485 0.34905  0.59
H7 -2.44443 0.88811 0.11612  0.42
H8 -4.27820 1.93851 -1.11174  0.53
H9 -3.80813 3.56521 -2.92825  0.43
H10 -1.53170 3.58605 -3.96380  0.48
H11 0.29080 2.18239 -2.99398  0.41
H12 2.99774 2.01170 0.33169  0.46
H13 4.94480 2.63620 -1.07070  0.45
H14 5.04530 1.91894 -3.50919  0.48
H15 3.02881 0.73198 -4.47832  0.51
H16 1.29946 -0.14569 -3.00033  0.50
C20 6.43680 -1.88819 1.18211  -0.81
N2 5.93172 -1.97232 -0.22924  0.11
C21 6.64114 -1.74503 -1.38701  -0.13
C22 5.77791 -1.98926 -2.39559  -0.69
N3 4.53860 -2.24135 -1.87940  0.17
C23 4.57133 -2.23099 -0.49982  0.23
S1 3.24919 -2.41305 0.53325  -0.33
H17 7.13194 -2.72402 1.35069  0.35
H18 5.56528 -2.05937 1.82013  0.23
H19 6.85827 -0.90514 1.34071  0.35
H20 7.70787 -1.54697 -1.29304  0.52
H21 5.99650 -1.98493 -3.46274  0.41
H22 3.70530 -2.45501 -2.41852  0.18
N4 -8.61658 0.87041 3.42683  -0.39
C24 -7.72297 0.33948 2.88685  -0.26
C25 -6.65984 -0.27495 2.19571  0.37
C26 -6.92144 -1.14705 1.17746  -0.81
C27 -5.94127 -1.81843 0.49391  -0.70
C28 -4.59727 -1.60461 0.83430  1.64
C29 -4.32255 -0.72521 1.87196  0.10
C30 -5.32312 -0.06262 2.55786  -1.06
N5 -3.53500 -2.26589 0.17063  0.31
C31 -3.54336 -2.85786 -1.12719  -0.15
C32 -2.25158 -2.93982 -1.53177  -0.69
N6 -1.41232 -2.42560 -0.53068  0.11
C33 -2.22591 -2.10627 0.50756  -0.92
H23 -7.94215 -1.22326 0.88299  0.51
H24 -6.25582 -2.48509 -0.30659  0.35
H25 -3.26598 -0.54511 2.22347  0.09
H26 -5.03785 0.65872 3.32725  0.45
H27 -4.45238 -3.05546 -1.69443  0.40
H28 -1.92208 -3.22918 -2.52559  0.47
H29 -1.89873 -1.90155 1.49975  1.03

For the HOMO-LUMO gap (spin up / spin down), the calculation gives 5.1 / 5.1 eV. The total energy comes out at -118151.962 eV. The HOMO energy (spin up / spin down) is -0.5893 / -0.5893 hartree. The net charge is +3. The value obtained for the LUMO energy (spin up / spin down) is -10.89 / -10.89 eV.

# 2
Formula: C4H8O2
Source: OMol25
Level of theory: the ωB97M-V functional and the def2-TZVPD basis

Last column: natural (NBO) charge in e.
Element x y z (Å)
O1 -1.96000 -0.25905 -1.12381  -0.70
C1 -1.49888 -0.80336 0.09024  -0.11
C2 -0.08171 -0.32163 0.52614  0.10
C3 0.76961 0.12550 -0.60313  -0.47
C4 1.76288 0.74447 0.33901  -0.08
O2 0.64232 1.12553 1.17173  -0.57
H1 -2.13829 0.67581 -0.97309  0.47
H2 -2.23260 -0.70564 0.89593  0.18
H3 -1.44428 -1.89313 -0.12334  0.21
H4 0.27090 -0.92935 1.35043  0.20
H5 0.89710 -0.39912 -1.54406  0.22
H6 0.20324 1.05104 -0.76025  0.22
H7 2.37724 1.51720 -0.14343  0.18
H8 2.43247 0.07172 0.89765  0.16

For the HOMO-LUMO gap, the calculation gives 10.7 eV. As for the energy above the lowest of the compared OMol25 structures with the same formula, charge and spin: 93.3 kcal per mole. The total energy comes out at -8369.234 eV. The HOMO energy is -0.3589 hartree. The net charge is 0. The value obtained for the LUMO energy is 0.88 eV.